[1]
A 5-piece molecular cluster, C6H22N2O4 overall in a non-equilibrium geometry. Source: the OMol25 dataset; level of theory: ωB97M-V/def2-TZVPD.

XYZ file:
```
34
Properties=species:S:1:pos:R:3:forces:R:3
C -0.560013 -1.189209 -1.117276 1.3 0.5 0.2
C -0.121457 -0.027946 -0.198372 -0.5 0.0 0.1
C -0.114227 -0.354295 1.294912 -1.7 0.8 2.1
N 2.654109 -0.001026 1.934524 -0.6 1.2 -0.5
C 1.786897 0.979819 2.160118 0.3 0.2 1.1
C 0.392219 0.861171 2.059823 0.8 -1.2 -2.4
C -0.479101 2.020647 2.212269 -0.4 0.9 1.3
N 0.455048 -2.180954 -1.456894 -0.2 0.0 0.8
H -1.469040 -1.556759 -0.667850 -0.2 -0.7 -0.1
H -0.826055 -0.743271 -2.053948 -0.5 0.3 -0.5
H -0.911444 0.697274 -0.406568 0.2 0.4 0.4
H 0.842518 0.456480 -0.379291 0.0 -0.2 -0.8
H 0.295401 -1.314674 1.600420 0.7 0.2 -0.3
H -1.121644 -0.416842 1.736761 -0.2 -0.3 -0.8
H 3.605963 0.295652 2.092521 0.3 -0.7 -0.3
H 2.412989 -0.709666 1.251474 0.3 -0.4 0.4
H 2.264116 1.883991 2.526756 -0.3 0.1 0.2
H -0.586276 2.666377 1.339470 0.2 -0.3 -0.4
H -0.096048 2.668229 2.992627 0.4 0.3 0.1
H -1.487948 1.814399 2.562614 -0.1 -0.6 -0.3
H 0.519796 -2.949673 -0.796562 0.1 0.1 -0.1
H 1.343098 -1.693778 -1.475369 0.2 -0.3 -0.2
H -1.092900 1.317693 -2.395041 0.1 0.4 -0.1
H -2.333566 2.219899 -2.670834 0.2 0.1 0.0
O -2.013918 1.313696 -2.661819 -0.3 -0.4 0.0
H 2.041717 2.482409 -2.552052 0.3 -0.9 0.1
H 1.479063 3.771479 -2.399400 -0.4 0.3 0.8
O 1.558539 2.957073 -1.873918 0.0 0.6 -0.8
H -3.173126 -1.214698 -3.180472 -0.1 0.0 0.1
H -3.689677 -1.764160 -1.843042 -0.1 0.1 -0.1
O -3.291094 -2.028608 -2.676394 0.1 0.0 0.0
H -0.091895 -3.294371 1.277684 -0.1 -0.2 0.1
H 1.212123 -3.156441 2.052360 0.1 -0.2 0.1
O 0.595819 -3.809933 1.710777 0.0 0.1 -0.1
```
Forces are in eV/Å.

Computed properties:
⟨S²⟩: 0.757
largest force on an atom: 2.8 eV/Å
charge: +1
multiplicity: 2
relative energy (zero: lowest compared OMol25 entry of this formula, charge and spin): 20.0 kcal per mole

=====

[2]
C6H22N5O6Y as an isolated structure in a non-equilibrium geometry. Source: the OMol25 dataset; level of theory: ωB97M-V/def2-TZVPD.

XYZ file:
```
40
Properties=species:S:1:pos:R:3:forces:R:3
Y 12.147860 13.985623 29.815261 -0.1 2.8 -1.8
O 12.472541 13.881260 27.652464 -0.2 -0.8 0.4
H 12.527659 14.230032 26.762559 0.0 0.1 0.3
O 12.370165 14.113666 32.003665 0.0 -0.1 0.2
H 12.965827 13.383910 32.193570 0.0 -0.1 0.4
O 11.012790 15.892855 29.504011 0.3 -0.8 0.6
H 11.115274 16.788450 29.833809 0.1 -0.2 -0.1
C 15.224442 12.220172 30.524570 0.6 -0.1 -0.6
O 14.195081 12.832087 30.288394 0.1 -0.6 0.4
N 15.312101 10.850322 30.408858 0.1 1.4 0.3
N 16.389001 12.865101 30.833470 -0.2 -0.4 0.1
H 16.183426 10.399434 30.613562 -0.3 -0.4 -0.1
H 14.468838 10.386265 30.140683 0.1 -0.4 0.0
H 16.348756 13.838325 31.074923 -0.1 0.1 -0.1
H 17.259715 12.373702 30.918282 0.0 0.1 0.1
C 14.695646 16.088171 30.453650 0.3 0.0 1.3
O 14.071723 15.498785 29.588400 -0.2 0.0 -0.6
N 15.774423 16.881438 30.136767 -0.4 -0.5 -0.1
N 14.383599 15.951879 31.768212 0.5 0.4 0.4
H 16.058052 16.809958 29.177218 0.2 0.3 0.0
H 16.294842 17.398212 30.817283 0.0 0.0 -0.1
H 14.978852 16.245216 32.522971 0.2 0.3 -0.3
H 13.589474 15.362527 32.050805 -0.4 -0.3 -0.4
C 9.932702 10.313424 28.166895 -1.2 0.5 -0.1
C 10.351519 11.675849 28.730251 -0.4 -0.7 -0.5
C 9.306796 12.270658 29.646777 -0.1 -0.5 0.8
O 9.826230 13.415320 30.313791 -0.4 -0.9 -0.6
C 8.801474 14.122560 30.982424 0.4 0.8 0.6
N 11.672532 11.580923 29.375134 -0.3 -0.3 0.0
H 8.937450 10.412484 27.709030 0.2 0.0 -0.1
H 9.803234 9.536973 28.923322 0.4 0.0 0.1
H 10.605143 10.013308 27.366415 0.2 -0.2 0.1
H 10.413086 12.351207 27.872286 0.6 0.1 0.2
H 8.973390 11.549142 30.412339 0.2 -0.1 0.0
H 8.407342 12.515133 29.073246 0.1 0.2 -0.1
H 8.010627 14.381237 30.279013 -0.1 0.0 0.0
H 9.258393 15.028438 31.378423 0.0 0.0 -0.3
H 8.414583 13.581549 31.853484 0.0 -0.4 -0.3
H 11.633762 10.933885 30.161696 -0.2 0.1 0.0
H 12.268259 11.126788 28.687982 0.3 0.5 0.0
```
Forces are in eV/Å.

Computed properties:
largest force on an atom: 3.3 eV/Å
calculated total energy: -1005.5880 hartree

=====

[3]
A 4-piece molecular cluster, C6H22NO3 overall in a non-equilibrium geometry. Source: the OMol25 dataset; level of theory: ωB97M-V/def2-TZVPD.

XYZ file:
```
32
Properties=species:S:1:pos:R:3:forces:R:3
C 0.824529 2.388879 0.631230 0.1 -1.1 -0.4
C 0.317074 1.479421 -0.496085 0.3 -1.1 0.4
C -0.385217 0.169588 -0.059911 1.3 0.1 0.5
C -1.369618 0.409437 1.096422 -1.3 0.7 -1.5
C -2.808690 0.151824 0.569300 -0.6 -0.1 1.2
C -3.755024 -0.167405 1.732342 -1.2 -1.2 -1.5
N 1.534250 1.060914 -1.342139 -1.4 1.2 -2.5
H 1.847334 2.711828 0.427827 -0.2 0.4 -0.1
H 0.903207 1.765790 1.527936 -0.2 0.5 0.1
H 0.152733 3.230159 0.723427 0.1 0.2 0.5
H -0.379869 1.942464 -1.195962 0.4 0.5 0.1
H 0.427832 -0.559650 0.112592 -0.3 0.2 0.8
H -0.866804 -0.314664 -0.900650 -0.4 0.4 -0.3
H -1.171486 -0.106690 2.027895 0.2 -0.2 -0.1
H -1.459208 1.485963 1.301342 0.7 -0.3 0.4
H -2.894926 -0.684265 -0.124848 0.4 0.0 -0.1
H -3.191868 1.055646 0.079676 0.3 -0.2 -0.3
H -4.052153 0.683480 2.342470 0.4 -0.3 0.4
H -4.687806 -0.603553 1.311508 0.2 0.8 0.0
H -3.402266 -1.088384 2.191691 0.4 0.5 1.0
H 1.840895 0.094573 -1.367478 0.1 -0.1 0.8
H 2.326312 1.695912 -1.313794 0.2 -0.2 0.7
H 1.156176 1.222273 -2.282109 0.3 -0.4 -0.2
H -0.198392 -1.670347 -3.441116 0.7 0.3 0.5
H 1.211164 -1.750625 -2.724822 -1.0 0.2 -0.5
O 0.443458 -1.162118 -2.901586 0.4 -0.6 -0.1
H 4.194940 -0.385214 0.212720 0.4 -0.1 0.1
H 2.855794 -1.061464 0.470765 0.1 -0.4 0.1
O 3.251090 -0.228001 0.209217 -0.2 0.2 -0.1
H 2.483250 -3.659406 1.130210 0.2 -0.1 -0.1
H 2.135624 -4.397702 -0.142307 0.1 -0.1 -0.1
O 2.717660 -3.708670 0.194225 -0.3 0.3 0.2
```
Forces are in eV/Å.

Computed properties:
largest force on an atom: 3.1 eV/Å
charge: +1
relative energy (zero: lowest compared OMol25 entry of this formula, charge and spin): 16.7 kcal per mole

=====

[4]
A 7-piece molecular cluster, C6H23O11S overall in a non-equilibrium geometry. Source: the OMol25 dataset; level of theory: ωB97M-V/def2-TZVPD.

XYZ file:
```
41
Properties=species:S:1:pos:R:3:forces:R:3
C 0.877700 1.661504 -1.216307 -0.9 -0.3 -0.3
C 0.446310 1.806509 0.266860 0.9 0.1 0.2
O 1.291585 2.145622 1.059380 -0.2 0.1 0.1
O -0.837785 1.624576 0.727331 0.9 -0.2 -0.5
C -1.147006 0.206432 0.973092 -1.4 -0.7 -1.0
C -1.492257 -0.459641 -0.411750 -0.4 -1.1 0.7
C -0.722371 -1.823568 -0.711906 -0.1 0.3 -1.6
C 0.784622 -1.839168 -0.290336 -0.6 -0.8 0.4
S 1.035367 -2.929183 1.193433 -0.6 -0.8 4.6
O 1.421291 -4.303985 0.819699 -0.8 1.0 -1.1
O 2.149604 -2.328087 1.973918 -0.4 0.5 -1.2
O -0.220149 -2.910563 2.091441 2.0 0.3 -2.9
H 1.950552 1.921437 -1.313923 -0.8 0.0 0.3
H 0.245401 2.315556 -1.866541 0.5 -0.4 0.5
H 0.737265 0.623715 -1.608370 0.0 0.8 0.5
H -2.066221 0.218978 1.594294 0.9 0.2 -0.5
H -0.379088 -0.327349 1.574304 -0.3 0.6 -0.5
H -2.585897 -0.720654 -0.373306 0.9 0.2 -0.1
H -1.416678 0.280804 -1.238177 0.3 -0.6 0.9
H -1.312064 -2.687098 -0.316559 0.8 0.8 0.2
H -0.734609 -1.967674 -1.848790 -0.1 0.1 2.0
H 1.190604 -0.848203 0.013993 -0.3 -0.8 -0.2
H 1.447931 -2.274069 -1.074612 -0.6 0.4 0.6
O -1.170073 -0.594286 -3.168571 -0.1 0.4 -1.3
H -0.495895 -0.376318 -3.826394 0.0 0.1 -0.1
H -1.987795 -0.281198 -3.572498 0.0 0.0 0.0
O -1.897454 -0.249335 3.621491 -0.3 -0.2 0.9
H -2.041552 -1.115511 4.021149 0.2 -0.1 -0.3
H -1.638517 0.313432 4.361406 0.0 0.2 -0.2
O 3.788486 -1.657664 -0.579319 0.5 0.0 -0.3
H 3.633070 -2.518503 -0.167526 -0.2 0.2 0.2
H 4.025275 -1.087716 0.160033 -0.2 -0.2 0.1
O -2.060485 4.147181 1.972512 0.1 0.0 0.0
H -1.644647 3.276441 1.892792 -0.1 0.0 -0.1
H -1.439424 4.741332 1.539634 0.0 -0.1 0.1
O 0.371995 0.772623 -5.573473 0.0 0.0 -0.2
H 0.808581 0.266730 -6.267796 0.0 0.0 0.1
H 0.252633 1.647259 -5.958704 0.0 0.0 0.1
O 0.054442 2.000279 4.084026 0.0 0.0 0.1
H 0.241777 2.136285 3.143602 0.1 -0.1 0.0
H 0.535479 1.193078 4.300468 0.0 0.0 -0.2
```
Forces are in eV/Å.

Computed properties:
largest force on an atom: 4.7 eV/Å
charge: -1
relative energy (zero: lowest compared OMol25 entry of this formula, charge and spin): 17.1 kcal per mole

=====

[5]
C6H24CdO7 as an isolated structure in a non-equilibrium geometry. Source: the OMol25 dataset; level of theory: ωB97M-V/def2-TZVPD.

XYZ file:
```
38
Properties=species:S:1:pos:R:3:forces:R:3
Cd -14.114503 1.870261 19.510363 -0.5 -1.6 -1.3
C -16.548900 3.557747 21.390754 0.3 -0.2 -0.9
C -16.439818 3.747110 19.826005 0.7 -0.6 0.8
O -15.162992 3.605268 19.287288 -1.4 1.6 0.4
H -17.590361 3.747590 21.650399 0.1 0.4 0.4
H -15.803150 4.239041 21.800375 -0.5 0.7 0.2
H -16.244647 2.641324 21.896434 -0.1 -0.5 -0.8
H -16.890504 4.735278 19.733733 0.4 0.8 -0.4
H -17.154936 3.164631 19.245123 -0.5 -0.8 0.2
C -14.722117 1.190046 23.903623 -1.8 0.1 0.4
C -13.798800 0.866712 22.793009 0.1 0.2 -2.0
O -14.242142 1.215073 21.505772 -0.3 -1.0 2.3
H -15.581299 0.519307 23.899674 0.3 -1.1 0.3
H -15.374739 2.052596 23.768735 1.1 1.1 0.2
H -14.148839 1.131693 24.828849 -0.5 0.2 0.4
H -13.660209 -0.208898 22.902375 0.3 -0.7 -0.1
H -12.810797 1.261812 23.029340 0.5 0.5 -0.1
O -13.686357 -1.579201 20.596996 0.1 -0.7 -0.3
H -13.364691 -2.248098 21.201433 0.1 -0.2 0.1
H -13.659020 -0.766419 21.101844 -0.3 0.9 0.0
O -12.284744 2.834137 20.136939 1.7 0.7 0.3
H -11.567672 2.867807 19.503776 0.2 -0.1 -0.4
H -12.009300 3.419056 20.842796 -0.2 0.3 0.6
O -18.619368 0.493126 23.274728 -0.6 0.0 1.1
H -17.981315 0.851830 23.891535 0.1 0.1 0.2
H -18.128049 0.377236 22.461458 0.1 -0.1 -0.9
O -17.402619 0.258301 20.934480 -0.4 -0.5 -0.1
H -16.554003 0.430452 21.342454 1.1 0.1 -0.1
H -17.508273 0.962002 20.294258 0.0 0.3 -0.2
C -13.701658 5.329573 25.274802 1.2 -0.6 -0.4
C -13.329656 4.591660 23.966037 -0.5 0.5 -1.6
O -12.434549 5.344847 23.141886 1.7 0.9 0.4
H -13.696956 6.404148 25.092159 -0.8 -0.1 -0.2
H -12.919925 5.245694 26.029752 0.3 -0.4 -0.1
H -14.578942 4.893630 25.752744 -0.3 0.4 -0.3
H -14.143998 4.502511 23.247017 -0.9 -0.6 1.0
H -12.863854 3.608468 24.032915 -0.3 -0.1 0.7
H -12.788377 5.575369 22.279754 -0.5 -0.2 0.3
```
Forces are in eV/Å.

Computed properties:
⟨S²⟩: 0.752
largest force on an atom: 2.5 eV/Å
charge: -1
multiplicity: 2
calculated total energy: -937.3335 hartree